No. 1
# C2H5N3

An isolated molecule of C2H5N3 (ωB97M-V with the def2-TZVPD basis set, the Open Molecules 2025 dataset).

Geometry as XYZ:
```
10
Properties=species:S:1:pos:R:3:forces:R:3
H 1.6874 -1.4002 -0.4273 -0.1817 -0.2321 -0.0958
N 2.1133 -0.5817 -0.0059 -0.5935 -0.4778 0.2240
C 1.3120 0.3822 0.1577 1.7295 0.3370 -0.6360
N 0.0044 0.6252 -0.2123 -1.8906 0.4896 0.1644
C -1.0656 -0.2348 0.0251 1.5015 -2.6371 -0.5772
N -2.3256 -0.0772 0.0038 0.6455 0.3871 0.8081
H -2.8189 -0.9155 0.3761 0.6951 0.6720 -0.8079
H 1.8168 1.2832 0.4820 -0.2533 0.3942 0.3710
H -0.2091 1.5851 -0.1160 -0.4057 1.1311 -0.0717
H -0.4997 -1.2017 0.0895 -1.2469 -0.0640 0.6209
```
Forces are in eV/Å.

Results
Maximum force ... 0.06007 Eh/bohr
Gap between HOMO and LUMO ... 10.7 eV
Molar mass ... 71.08 Da
SMILES ... [H]/N=C\N/C=N/[H]
LUMO energy ... 0.03415 Ha
Highest occupied orbital energy ... -9.8 eV
Energy relative to the best compared isomer or geometry (same formula, charge and spin) ... 16.09 kcal per mole

Atomic partial charges in e from the natural (NBO) method, atoms 1 to 2:
1. H 0.3283
2. N -0.6384

=====

No. 2
# C2H5N3

An isolated molecule of C2H5N3 (ωB97M-V with the def2-TZVPD basis set, the Open Molecules 2025 dataset).

Geometry as XYZ:
```
10
Properties=species:S:1:pos:R:3:forces:R:3
N 2.2226 -0.4123 0.1236 -0.1978 -0.5959 0.3254
C 1.1863 0.1963 -0.1271 0.8607 0.7017 0.0263
C 0.1754 1.0301 -0.0358 -0.3905 -0.3361 0.0800
N -1.1396 0.5589 0.1923 -0.3410 -0.9478 0.0009
N -1.1366 -0.9112 0.0049 -0.3475 0.4833 -0.0540
H 2.6854 -0.9375 -0.6133 -0.0768 0.3283 -0.3180
H 0.3158 2.0984 -0.0061 0.1479 0.0261 -0.2357
H -1.7745 0.9177 -0.5210 0.2673 -0.1199 0.0809
H -0.4792 -1.2964 0.6820 -0.1721 0.2396 0.0723
H -2.0555 -1.2441 0.3005 0.2498 0.2206 0.0219
```
Forces are in eV/Å.

Results
Maximum force ... 0.02160 Eh/bohr
Gap between HOMO and LUMO ... 8.7 eV
Molar mass ... 71.08 Da
SMILES ... N=C=CNN
LUMO energy ... 0.03688 Ha
Highest occupied orbital energy ... -7.7 eV
Energy relative to the best compared isomer or geometry (same formula, charge and spin) ... 57.01 kcal per mole

Atomic partial charges in e from the natural (NBO) method, atoms 1 to 2:
1. N -0.6263
2. C 0.3289

=====

No. 3
# C2H5N3O

A 3-piece molecular cluster, C2H5N3O overall (ωB97M-V with the def2-TZVPD basis set, the Open Molecules 2025 dataset).

Geometry as XYZ:
```
11
Properties=species:S:1:pos:R:3:forces:R:3
C 0.4149 -0.3969 -0.5980 0.9685 0.1134 0.6358
C 0.5341 1.1036 -0.5822 -0.0873 -0.0560 -0.0922
O -0.3661 -0.8915 0.4490 -1.2604 -0.6442 1.9494
N -2.3073 -1.6176 1.0789 0.8680 -0.1882 3.8636
N -1.8181 -1.5647 2.0969 -2.3766 -0.4595 -3.0147
N 1.6246 1.6701 -0.8667 0.1673 0.0682 0.0189
H -0.5653 -1.0735 1.7470 1.8000 1.0519 -3.5616
H 1.5645 2.6881 -0.8417 -0.1560 -0.0897 0.0234
H -0.0941 -0.6952 -1.5272 -0.0584 -0.0108 0.2026
H 1.4135 -0.8492 -0.6221 0.0053 0.1756 -0.0588
H -0.4008 1.6266 -0.3339 0.1296 0.0392 0.0338
```
Forces are in eV/Å.

Results
Maximum force ... 0.08026 Eh/bohr
Gap between HOMO and LUMO ... 9.6 eV
Molar mass ... 87.08 Da
LUMO energy ... -0.00568 Ha
Highest occupied orbital energy ... -9.7 eV
Energy relative to the best compared isomer or geometry (same formula, charge and spin) ... 93.57 kcal per mole

Atomic partial charges in e from the natural (NBO) method, atoms 1 to 2:
1. C -0.1215
2. C 0.1224

=====

No. 4
# C2H5N3O

An isolated molecule of C2H5N3O (ωB97M-V with the def2-TZVPD basis set, the Open Molecules 2025 dataset).

Geometry as XYZ:
```
11
Properties=species:S:1:pos:R:3:forces:R:3
C 1.4240 -0.5247 -0.1806 0.0785 0.0918 0.1537
N -1.8752 0.0578 -0.3507 0.0585 0.4659 -0.1032
C 0.4335 0.2325 0.6742 -0.3422 -0.3398 0.0317
N -0.6146 -0.4901 -0.1494 0.2380 -0.4240 0.7006
N 0.3451 -0.0461 -1.1256 0.0307 1.0286 -0.0105
O 0.4600 1.3630 -0.1923 0.0043 -0.8049 -0.7233
H -1.8666 1.0701 -0.2228 -0.0055 -0.1330 0.0538
H -2.5321 -0.3964 0.2689 0.1128 -0.0071 -0.0608
H 2.3784 -0.0409 -0.3549 -0.0663 0.0474 -0.0104
H 1.4734 -1.6096 -0.1202 -0.0685 0.0503 -0.0186
H 0.3742 0.3844 1.7535 -0.0403 0.0247 -0.0128
```
Forces are in eV/Å.

Results
Maximum force ... 0.02104 Eh/bohr
Gap between HOMO and LUMO ... 10.2 eV
Molar mass ... 87.08 Da
LUMO energy ... 0.02910 Ha
Highest occupied orbital energy ... -9.4 eV
Energy relative to the best compared isomer or geometry (same formula, charge and spin) ... 158.03 kcal per mole

Atomic partial charges in e from the natural (NBO) method, atoms 1 to 2:
1. C -0.2736
2. N -0.6571

=====

No. 5
# C2H5N3O

An isolated molecule of C2H5N3O (ωB97M-V with the def2-TZVPD basis set, the Open Molecules 2025 dataset).

Geometry as XYZ:
```
11
Properties=species:S:1:pos:R:3:forces:R:3
H 1.1563 -1.0915 -1.0040 1.0246 2.8848 2.0269
N 1.4507 -0.2947 -0.2502 -1.3752 -2.3562 -1.1572
C 0.4139 0.4021 0.0721 1.3938 -1.5045 -5.3361
N 0.4485 1.5051 0.8126 0.7079 0.2347 7.4867
C -0.8981 0.3304 -0.7177 -0.3492 -1.9728 1.9600
N -1.4331 -0.8975 -0.7187 0.7201 2.0329 -1.3929
O -0.6217 -2.0947 -0.4876 0.1989 1.9045 1.3373
H 1.1736 1.3342 1.7536 -1.9359 0.7897 -3.8065
H -0.4453 1.3257 1.3466 0.6085 1.5139 -0.4173
H -1.4188 1.4459 -0.9650 0.8620 -3.8531 0.5574
H 0.1739 -1.9650 0.1583 -1.8555 0.3260 -1.2584
```
Forces are in eV/Å.

Results
Maximum force ... 0.14631 Eh/bohr
Gap between HOMO and LUMO ... 10.4 eV
Molar mass ... 87.08 Da
SMILES ... [H]/N=C(N)\C=N/O
LUMO energy ... 0.01316 Ha
Highest occupied orbital energy ... -10.0 eV
Energy relative to the best compared isomer or geometry (same formula, charge and spin) ... 128.60 kcal per mole

Atomic partial charges in e from the natural (NBO) method, atoms 1 to 2:
1. H 0.3593
2. N -0.6822

=====

No. 6
# C2H5N3O2

An isolated molecule of C2H5N3O2 (ωB97M-V with the def2-TZVPD basis set, the Open Molecules 2025 dataset).

Geometry as XYZ:
```
12
Properties=species:S:1:pos:R:3:forces:R:3
N 2.0050 -0.7240 -0.2095 -0.4464 0.2197 0.4475
N 1.3231 0.4397 0.0108 -0.6316 0.2712 -0.4391
C 0.0389 0.5047 -0.0322 0.7839 0.4818 0.0118
N -0.5807 1.7586 -0.1441 0.0409 0.4707 0.2965
C -0.8193 -0.6869 -0.0557 -0.6992 -0.4348 0.0426
O -0.4078 -1.8233 -0.0047 0.0672 -0.0930 -0.0606
O -2.1560 -0.4487 -0.0950 0.6982 0.2836 -0.1390
H 2.8968 -0.6082 0.2221 0.6071 -0.0821 0.0475
H 1.5155 -1.5468 0.1209 -0.0223 -0.1642 -0.1464
H -1.3555 1.9220 0.4895 0.0486 -0.1992 -0.1601
H 0.0722 2.5453 -0.1067 -0.1470 -0.6438 -0.0221
H -2.5322 -1.3324 -0.1954 -0.2994 -0.1097 0.1215
```
Forces are in eV/Å.

Results
Maximum force ... 0.01789 Eh/bohr
Gap between HOMO and LUMO ... 9.0 eV
Molar mass ... 103.08 Da
SMILES ... N/N=C(/N)C(=O)O
LUMO energy ... 0.02187 Ha
Highest occupied orbital energy ... -8.4 eV
Energy relative to the best compared isomer or geometry (same formula, charge and spin) ... 45.11 kcal per mole

Atomic partial charges in e from the natural (NBO) method, atoms 1 to 2:
1. N -0.6104
2. N -0.2284

=====

No. 7
# C2H5N3O2

An isolated molecule of C2H5N3O2 (ωB97M-V with the def2-TZVPD basis set, the Open Molecules 2025 dataset).

Geometry as XYZ:
```
12
Properties=species:S:1:pos:R:3:forces:R:3
C -1.6474 -0.2708 -0.3937 -0.1571 0.0514 -0.7304
N -0.2453 0.0335 0.0932 -0.5982 0.0352 -0.8027
N -0.1269 1.2773 0.7306 3.0129 -2.4293 -0.4931
O -1.0999 1.8433 1.0453 -2.1498 0.6918 0.0828
C 1.0798 -0.7054 -0.3072 -3.2670 2.0489 0.7390
N 2.0841 0.0686 0.0155 3.9954 2.7988 5.9649
O 1.0758 -1.7170 -0.8848 -0.6104 -2.3455 -1.1591
H -1.9968 0.8223 -0.7275 0.0485 -2.6380 1.0233
H -1.7144 -0.9544 -1.4120 0.5910 1.5167 3.0682
H -2.2189 -0.7352 0.5607 0.8792 1.2165 -2.6894
H 1.7789 0.7080 0.9188 0.8633 -1.4896 -3.3448
H 3.0312 -0.3703 0.3611 -2.6078 0.5430 -1.6588
```
Forces are in eV/Å.

Results
Maximum force ... 0.14985 Eh/bohr
Gap between HOMO and LUMO ... 10.2 eV
Molar mass ... 103.08 Da
SMILES ... CN(N=O)C(N)=O
LUMO energy ... 0.02052 Ha
Highest occupied orbital energy ... -9.6 eV
Energy relative to the best compared isomer or geometry (same formula, charge and spin) ... 113.69 kcal per mole

Atomic partial charges in e from the natural (NBO) method, atoms 1 to 2:
1. C -0.4869
2. N -0.3610

=====

No. 8
# C2H5N3O2S

C2H5N3O2S as an isolated structure (ωB97M-V with the def2-TZVPD basis set, the Open Molecules 2025 dataset).

Geometry as XYZ:
```
13
Properties=species:S:1:pos:R:3:forces:R:3
C 0.1696 -0.8570 -0.5657 1.6703 -0.2643 0.5142
C 1.2204 0.3677 1.5339 -0.5949 0.1352 0.4660
H -2.2298 0.2251 -1.8258 0.2753 0.0312 0.4474
H -0.9552 0.8626 -3.0807 -1.9933 -3.2589 3.3911
H -0.1005 -1.7030 -2.2040 -0.9311 0.1069 -1.1135
H 1.9281 -0.3308 1.2400 1.3672 -0.9449 -1.0194
H -0.8040 1.0528 2.9821 5.2232 1.6299 0.3315
N -1.4114 0.0044 -2.3647 3.5676 1.8202 -3.1638
N -0.3781 -0.8086 -1.8134 -0.3858 -0.6744 0.3121
N 1.4021 0.8022 2.7179 -1.7408 -0.3143 -1.4007
O 0.9416 -1.7291 -0.1484 -1.6293 0.7914 -1.4369
O 0.3491 1.5270 3.1922 -4.9174 -0.5593 0.4863
S -0.1319 0.5868 0.3366 0.0890 1.5012 2.1858
```
Forces are in eV/Å.

Results
Maximum force ... 0.10660 Eh/bohr
Gap between HOMO and LUMO ... 9.5 eV
Molar mass ... 135.15 Da
LUMO energy ... 0.00425 Ha
Highest occupied orbital energy ... -9.4 eV
Energy relative to the best compared isomer or geometry (same formula, charge and spin) ... 122.64 kcal per mole

Atomic partial charges in e from the natural (NBO) method, atoms 1 to 2:
1. C 0.4814
2. C -0.0961